Molecular formula: C28H38N4O2PdSi3
Method: DFT, the ωB97M-V functional and the def2-TZVPD basis

Calculated values
Kohn-Sham gap, eV: 4.90
Total charge: -2
E_HOMO, eV: -0.264
Energy relative to the best compared isomer or geometry (same formula, charge and spin), kcal per mole: 56.04

Geometry (Å):
Pd1 0.08 -0.41 0.58
O1 0.09 -7.60 -1.27
C1 -1.14 -7.02 -1.12
O2 -2.11 -7.75 -1.08
C2 -1.17 -5.56 -1.01
C3 -0.04 -4.72 -1.19
C4 -0.10 -3.37 -1.03
C5 -1.32 -2.72 -0.66
C6 -2.48 -3.56 -0.56
C7 -2.38 -4.92 -0.72
N1 -1.34 -1.41 -0.45
C8 -2.39 -0.76 0.20
C9 -2.68 0.58 -0.01
C10 -3.71 1.22 0.77
C11 -4.01 2.54 0.57
C12 -3.31 3.28 -0.40
C13 -2.33 2.59 -1.10
N2 -2.01 1.32 -0.95
H1 0.76 -6.91 -1.20
H2 0.92 -5.13 -1.50
H3 0.77 -2.75 -1.19
H4 -3.44 -3.12 -0.36
H5 -3.27 -5.54 -0.63
H6 -3.02 -1.32 0.88
H7 -4.23 0.64 1.53
H8 -4.78 3.00 1.18
H9 -3.51 4.33 -0.59
H10 -1.75 3.13 -1.85
C14 2.22 2.76 0.53
Si1 1.41 1.97 2.03
C15 -0.34 2.66 2.09
C16 2.27 2.76 3.52
C17 1.61 0.14 2.09
Si2 0.70 -0.83 3.35
C18 0.26 -2.62 3.00
C19 -0.93 -0.02 3.84
C20 1.69 -0.90 4.98
Si3 3.11 -0.56 1.34
C21 4.71 0.24 1.92
C22 3.37 -2.39 1.58
C23 3.19 -0.43 -1.71
C24 4.14 -0.41 -2.68
C25 3.71 -0.42 -4.02
C26 2.33 -0.41 -4.30
C27 1.35 -0.39 -3.34
N3 1.79 -0.41 -2.04
H11 2.21 3.84 0.67
H12 1.68 2.50 -0.38
H13 3.26 2.44 0.38
H14 -0.34 3.60 1.52
H15 -0.65 2.89 3.11
H16 -1.10 2.03 1.64
H17 2.21 3.85 3.50
H18 3.33 2.48 3.56
H19 1.81 2.42 4.45
H20 -0.48 -2.75 2.20
H21 -0.19 -3.01 3.93
H22 1.11 -3.25 2.75
H23 -1.63 0.09 3.01
H24 -0.78 0.97 4.27
H25 -1.41 -0.66 4.58
H26 2.61 -1.47 4.83
H27 1.12 -1.37 5.78
H28 1.97 0.11 5.29
H29 4.82 0.08 2.99
H30 4.71 1.32 1.74
H31 5.58 -0.19 1.42
H32 3.50 -2.67 2.63
H33 4.27 -2.69 1.04
H34 2.53 -2.96 1.18
H35 5.19 -0.39 -2.41
H36 4.44 -0.43 -4.82
H37 2.00 -0.42 -5.34
H38 0.29 -0.38 -3.51
N4 2.86 -0.30 -0.37
C28 1.49 -0.22 -0.73



Molecular formula: C5H10EuO2
Method: DFT, the ωB97M-V functional and the def2-TZVPD basis

Calculated values
Kohn-Sham gap (spin up / spin down), eV: 3.29 / 6.55
2S+1: 8
Total charge: 0
E_HOMO (spin up / spin down), eV: -2.814 / -6.433

Geometry (Å):
C1 2.85 0.80 0.61
O1 1.56 0.59 0.07
C2 1.13 -0.77 0.11
C3 -0.15 -0.89 -0.67
O2 -1.15 -0.15 0.01
C4 -2.43 -0.30 -0.45
C5 -3.47 0.26 0.16
H1 2.89 0.46 1.66
H2 3.60 0.26 0.02
H3 1.01 -1.08 1.16
H4 1.90 -1.41 -0.35
H5 -0.41 -1.95 -0.78
H6 -0.07 -0.50 -1.70
H7 -2.52 -0.84 -1.39
H8 -3.34 0.90 1.03
H9 -4.46 0.14 -0.28
H10 3.05 1.88 0.57
Eu1 0.02 2.61 0.24



Molecular formula: H22O11
Method: DFT, the ωB97M-V functional and the def2-TZVPD basis

Calculated values
Kohn-Sham gap, eV: 8.66
SMILES string: O.O.O.O.O.O.O.O.O.O.O
Total charge: 0
E_HOMO, eV: -9.042
Energy relative to the best compared isomer or geometry (same formula, charge and spin), kcal per mole: 178.00

Geometry (Å):
O1 -0.25 0.81 -1.05
H1 -0.35 -0.08 -0.81
H2 0.47 0.95 -0.38
O2 -0.01 -0.44 2.52
H3 0.68 -0.18 1.87
H4 0.48 -0.48 3.31
O3 -1.98 -1.69 -1.01
H5 -1.64 -1.53 -0.13
H6 -2.38 -2.60 -1.05
O4 -1.48 4.11 1.45
H7 -2.00 4.45 2.12
H8 -1.86 3.29 1.12
O5 4.07 4.62 -1.17
H9 3.71 3.87 -0.65
H10 4.21 5.33 -0.59
O6 0.66 -1.74 -0.65
H11 0.56 -1.31 -1.46
H12 0.71 -1.14 0.16
O7 1.73 -0.16 -1.01
H13 1.97 -0.57 -1.93
H14 2.45 -0.38 -0.41
O8 2.49 -3.55 -0.82
H15 3.08 -3.54 -1.54
H16 2.84 -4.26 -0.26
O9 -4.68 1.34 -1.64
H17 -3.94 1.92 -1.44
H18 -5.41 1.93 -1.20
O10 -4.00 -1.43 0.66
H19 -3.20 -1.68 1.03
H20 -3.91 -1.49 -0.29
O11 2.57 -1.57 1.40
H21 2.80 -1.07 2.28
H22 1.62 -1.71 1.55



Molecular formula: C5H15N3O
Method: DFT, the ωB97M-V functional and the def2-TZVPD basis

Calculated values
Kohn-Sham gap, eV: 9.58
SMILES string: CO[C@@](C)(N)C(C)(N)N
Total charge: 0
E_HOMO, eV: -8.755
Energy relative to the best compared isomer or geometry (same formula, charge and spin), kcal per mole: 42.66

Geometry (Å):
C1 2.32 1.07 -0.20
O1 0.92 1.25 -0.21
C2 -0.13 0.20 -0.62
C3 -1.23 1.05 -1.27
N1 0.41 -0.66 -1.66
C4 -0.60 -0.52 0.70
C5 0.69 -0.80 1.69
N2 -1.22 -1.82 0.47
N3 -1.52 0.19 1.55
H1 2.77 1.83 -0.86
H2 2.65 0.07 -0.49
H3 2.68 1.30 0.81
H4 -0.87 1.55 -2.17
H5 -2.12 0.45 -1.52
H6 -1.54 1.86 -0.61
H7 -0.26 -1.36 -1.95
H8 0.78 -0.09 -2.41
H9 0.30 -1.08 2.68
H10 1.22 -1.67 1.29
H11 1.38 -0.02 1.99
H12 -0.60 -2.38 -0.11
H13 -2.11 -1.71 0.00
H14 -2.50 0.08 1.32
H15 -1.43 1.20 1.59



Molecular formula: C3H8ClN2
Method: DFT, the ωB97M-V functional and the def2-TZVPD basis

Calculated values
Kohn-Sham gap, eV: 8.00
Total charge: +1
E_HOMO, eV: -13.486
Energy relative to the best compared isomer or geometry (same formula, charge and spin), kcal per mole: 131.04

Geometry (Å):
C1 -2.87 -0.38 0.57
C2 2.47 0.55 -0.43
C3 0.22 0.36 -0.88
N1 1.12 -0.91 0.89
N2 1.17 -0.10 -0.08
Cl1 -1.44 -0.42 -0.70
H1 -3.61 -1.23 0.30
H2 -3.27 0.54 0.48
H3 -2.30 -0.62 1.50
H4 2.25 1.34 -1.16
H5 3.09 -0.28 -0.66
H6 2.88 0.99 0.48
H7 0.18 1.35 -1.43
H8 0.10 -1.18 1.10



Molecular formula: C6H32O13
Method: DFT, the ωB97M-V functional and the def2-TZVPD basis

Calculated values
Kohn-Sham gap, eV: 10.09
SMILES string: OCCO.OCCO.OCCO.O.O.O.O.O.O.O
Total charge: 0
E_HOMO, eV: -9.976
Energy relative to the best compared isomer or geometry (same formula, charge and spin), kcal per mole: 65.13

Geometry (Å):
O1 -3.34 -5.84 -2.21
C1 -3.11 -4.46 -2.45
C2 -4.38 -3.60 -2.88
O2 -5.36 -3.51 -1.82
H1 -3.57 -6.23 -3.05
H2 -2.65 -3.97 -1.59
H3 -2.38 -4.38 -3.26
H4 -4.83 -3.94 -3.81
H5 -4.00 -2.59 -3.03
H6 -6.01 -4.20 -1.98
O3 1.83 5.38 -1.25
C3 0.71 6.16 -1.19
C4 -0.57 5.31 -1.06
O4 -0.85 4.51 -2.21
H7 1.97 5.05 -0.36
H8 0.69 6.86 -0.36
H9 0.53 6.68 -2.13
H10 -1.39 6.02 -0.95
H11 -0.56 4.59 -0.24
H12 -1.76 4.22 -2.10
O5 4.48 0.68 3.88
C5 3.62 -0.46 3.90
C6 3.18 -0.88 2.58
O6 4.32 -1.33 1.80
H13 5.37 0.49 3.58
H14 4.15 -1.27 4.41
H15 2.72 -0.32 4.51
H16 2.72 -0.06 2.02
H17 2.51 -1.74 2.64
H18 4.72 -0.53 1.46
O7 2.39 3.62 1.80
H19 1.53 3.32 2.09
H20 3.00 3.00 2.18
O8 -0.56 -4.32 2.12
H21 0.03 -5.07 2.23
H22 -0.15 -3.79 1.44
O9 -3.78 -2.07 1.00
H23 -4.41 -2.36 0.33
H24 -3.17 -1.50 0.53
O10 1.88 -2.75 -2.22
H25 2.66 -3.24 -1.97
H26 2.11 -2.36 -3.06
O11 1.74 1.73 -2.75
H27 1.01 1.24 -3.13
H28 1.34 2.53 -2.42
O12 -0.96 2.22 2.83
H29 -1.05 1.49 3.45
H30 -1.68 2.81 3.05
O13 -0.51 -0.57 0.09
H31 -0.36 0.37 0.02
H32 0.19 -0.96 -0.44



Molecular formula: CH3NO3Si
Method: DFT, the ωB97M-V functional and the def2-TZVPD basis

Calculated values
Kohn-Sham gap, eV: 9.46
Total charge: 0
E_HOMO, eV: -10.538
Energy relative to the best compared isomer or geometry (same formula, charge and spin), kcal per mole: 63.60

Geometry (Å):
C1 -2.98 -0.11 0.05
N1 -4.07 0.30 -0.10
O1 0.31 -0.32 -1.56
O2 0.55 -1.05 1.19
O3 0.19 1.40 0.40
Si1 -0.10 -0.09 0.02
H1 -0.36 -0.23 -2.19
H2 0.33 -1.99 1.17
H3 0.10 1.81 1.18



Molecular formula: C5H2N3OP
Method: DFT, the ωB97M-V functional and the def2-TZVPD basis

Calculated values
Kohn-Sham gap (spin up / spin down), eV: 8.72 / 8.72
Total charge: 0
E_HOMO (spin up / spin down), eV: -10.844 / -10.843
Energy relative to the best compared isomer or geometry (same formula, charge and spin), kcal per mole: 0.00

Geometry (Å):
C1 1.25 1.77 0.51
C2 1.40 -0.32 -0.52
C3 -2.15 0.15 -1.43
C4 0.46 0.78 -0.23
C5 -0.58 0.27 0.77
N1 1.77 2.49 1.21
N2 2.25 -1.10 -0.72
N3 -1.97 0.42 -2.52
O1 -3.22 -0.88 1.12
P1 -2.20 -0.09 0.40
H1 -0.09 1.14 -1.13
H2 -0.32 0.60 1.77



Molecular formula: C46H67B2CdCl2N9O16
Method: DFT, the ωB97M-V functional and the def2-TZVPD basis

Calculated values
Kohn-Sham gap, eV: 8.93
Total charge: 0
E_HOMO, eV: -9.291

Geometry (Å):
Cd1 0.18 0.51 0.63
O1 2.39 -8.21 0.77
C1 1.89 -7.60 -0.11
O2 1.02 -6.61 -0.10
B1 0.75 -6.06 -1.47
O3 1.58 -6.97 -2.33
C2 2.20 -7.91 -1.62
O4 2.78 -8.95 -1.99
O5 1.19 -4.62 -1.53
C3 0.20 -3.85 -1.89
O6 0.17 -2.67 -2.07
C4 -1.07 -4.80 -2.08
O7 -0.68 -6.01 -1.79
O8 -2.19 -4.51 -2.52
O9 0.41 4.04 9.42
C5 0.54 3.63 8.29
O10 0.96 4.30 7.18
B2 1.08 3.37 6.05
O11 0.47 2.06 6.54
C6 0.14 2.17 7.86
O12 -0.45 1.33 8.58
O13 0.29 3.74 4.86
C7 1.04 3.78 3.82
O14 0.59 4.09 2.72
C8 2.49 3.46 4.27
O15 2.46 3.24 5.59
O16 3.48 3.51 3.52
C9 4.81 1.72 -0.74
C10 5.44 1.86 0.64
C11 4.72 1.19 1.74
C12 3.21 1.17 1.69
N1 2.08 1.12 1.67
H1 3.87 2.26 -0.85
H2 4.58 0.67 -0.94
H3 5.46 2.07 -1.54
H4 5.70 2.89 0.90
H5 6.41 1.36 0.56
H6 5.10 1.68 2.63
H7 5.06 0.15 1.69
C13 5.49 -5.22 0.51
C14 4.68 -5.34 -0.75
C15 4.84 -4.07 -1.61
C16 4.48 -2.80 -0.98
N2 4.12 -1.80 -0.43
H8 5.39 -4.26 1.00
H9 6.54 -5.40 0.27
H10 5.14 -6.04 1.15
H11 3.63 -5.53 -0.51
H12 4.87 -6.18 -1.42
H13 4.17 -4.23 -2.46
H14 5.86 -3.98 -1.99
C17 -4.30 4.16 -5.39
C18 -2.90 4.02 -6.03
C19 -2.11 2.78 -5.65
C20 -2.05 2.53 -4.21
N3 -1.94 2.33 -3.05
H15 -4.75 5.08 -5.77
H16 -4.26 4.33 -4.31
H17 -4.99 3.35 -5.62
H18 -2.33 4.89 -5.73
H19 -2.94 3.94 -7.11
H20 -1.06 2.81 -5.95
H21 -2.55 1.86 -6.05
C21 -5.19 -2.64 -3.01
C22 -4.48 -1.57 -2.13
C23 -3.03 -1.26 -2.58
C24 -2.12 -0.70 -1.50
N4 -1.47 -0.20 -0.65
H22 -4.66 -3.59 -2.92
H23 -5.05 -2.30 -4.03
H24 -6.24 -2.80 -2.78
H25 -4.40 -2.04 -1.15
H26 -5.10 -0.67 -2.06
H27 -2.90 -0.62 -3.46
H28 -2.50 -2.13 -2.98
C25 -4.37 1.91 0.14
C26 -5.47 2.92 -0.31
C27 -5.06 3.62 -1.63
C28 -6.04 4.54 -2.26
N5 -6.77 5.27 -2.72
H29 -4.40 1.00 -0.45
H30 -4.56 1.60 1.17
H31 -3.35 2.28 0.12
H32 -5.72 3.60 0.51
H33 -6.42 2.42 -0.49
H34 -4.65 2.90 -2.34
H35 -4.16 4.19 -1.43
C29 3.27 -2.38 4.01
C30 3.41 -3.30 2.78
C31 2.05 -3.55 2.04
C32 1.34 -2.35 1.57
N6 0.69 -1.46 1.20
H36 2.88 -1.39 3.77
H37 4.23 -2.20 4.48
H38 2.54 -2.80 4.70
H39 3.71 -4.27 3.16
H40 4.13 -2.78 2.14
H41 1.33 -4.08 2.66
H42 2.21 -4.16 1.15
C33 0.79 4.82 -2.63
C34 -0.37 5.56 -1.88
C35 -0.51 5.22 -0.40
C36 -0.34 3.76 -0.14
N7 -0.16 2.61 0.08
H43 0.77 3.73 -2.62
H44 1.76 5.18 -2.29
H45 0.82 5.20 -3.66
H46 -1.37 5.32 -2.25
H47 -0.17 6.63 -1.87
H48 -1.44 5.63 -0.01
H49 0.30 5.75 0.11
C37 3.19 1.79 -4.32
C38 1.92 1.07 -4.63
C39 1.68 -0.20 -3.70
C40 1.53 0.14 -2.31
N8 1.48 0.41 -1.19
H50 4.03 1.17 -4.63
H51 3.25 1.94 -3.24
H52 3.17 2.70 -4.91
H53 1.76 0.87 -5.69
H54 1.10 1.74 -4.38
H55 0.69 -0.63 -3.90
H56 2.50 -0.92 -3.81
C41 -1.67 -0.21 5.67
C42 -2.70 0.90 5.44
C43 -3.16 0.86 3.99
C44 -2.10 0.82 3.02
N9 -1.23 0.79 2.27
H57 -0.83 -0.16 4.98
H58 -2.12 -1.17 5.44
H59 -1.32 -0.31 6.70
H60 -2.30 1.87 5.73
H61 -3.58 0.73 6.06
H62 -3.85 1.67 3.76
H63 -3.72 -0.06 3.85
Cl1 -3.60 -1.34 1.48
C45 -3.87 -3.04 1.95
C46 -2.49 -3.67 2.14
Cl2 -1.62 -2.97 3.58
H64 -4.38 -3.58 1.15
H65 -4.46 -3.21 2.85
H66 -1.87 -3.49 1.26
H67 -2.54 -4.74 2.29



Molecular formula: C8H16P
Method: DFT, the ωB97M-V functional and the def2-TZVPD basis

Calculated values
Kohn-Sham gap, eV: 9.01
Total charge: +1
E_HOMO, eV: -12.852
Energy relative to the best compared isomer or geometry (same formula, charge and spin), kcal per mole: 0.00

Geometry (Å):
C1 -0.32 0.70 1.17
C2 0.89 0.34 1.26
C3 -1.05 0.65 -0.11
C4 1.50 0.17 -1.06
C5 -1.17 0.85 2.48
C6 2.02 0.07 2.11
C7 -0.27 -2.05 -0.35
C8 -0.94 -0.80 -2.85
P1 -0.11 -0.44 -1.26
H1 -2.16 0.38 0.10
H2 -0.86 1.68 -0.54
H3 1.43 1.27 -1.19
H4 2.34 -0.47 -1.30
H5 -2.21 0.99 2.21
H6 -0.85 1.71 3.21
H7 -1.06 -0.13 3.04
H8 2.04 0.93 2.70
H9 2.98 0.18 1.60
H10 2.02 -0.84 2.67
H11 -1.15 -2.48 -0.70
H12 -0.18 -1.97 0.78
H13 0.48 -2.85 -0.63
H14 -1.96 -0.85 -2.80
H15 -0.61 -1.87 -3.04
H16 -0.69 -0.18 -3.69



Molecular formula: C25H39BBrCl3F2N2O6SSi2Zr
Method: DFT, the ωB97M-V functional and the def2-TZVPD basis

Calculated values
Kohn-Sham gap, eV: 6.88
Total charge: -2
E_HOMO, eV: -3.136

Geometry (Å):
Zr1 -0.30 0.59 0.35
Br1 -2.07 5.79 -0.32
C1 -3.42 4.43 -0.34
C2 -4.69 4.79 -0.76
C3 -5.66 3.81 -0.72
C4 -5.32 2.54 -0.28
C5 -4.01 2.29 0.08
N1 -3.06 3.23 0.04
C6 -3.64 0.89 0.55
O1 -4.53 0.14 0.89
O2 -2.38 0.61 0.52
H1 -4.90 5.80 -1.09
H2 -6.67 4.03 -1.04
H3 -6.03 1.73 -0.21
N2 -0.01 2.94 -0.10
C7 1.31 3.51 -0.16
C8 2.16 3.20 -1.21
C9 3.44 3.72 -1.23
C10 3.89 4.55 -0.21
C11 3.04 4.85 0.84
C12 1.75 4.33 0.86
S1 5.57 5.18 -0.23
O3 5.75 5.68 -1.59
O4 5.58 6.22 0.79
O5 6.39 4.02 0.09
H4 -0.50 3.32 0.71
H5 -0.56 3.21 -0.91
H6 1.82 2.54 -2.01
H7 4.11 3.49 -2.05
H8 3.39 5.50 1.62
H9 1.08 4.57 1.68
F1 -1.26 0.59 3.76
B1 -0.85 1.24 2.66
F2 -0.99 2.59 2.80
C13 1.72 -4.29 -1.24
C14 1.64 -2.81 -0.85
C15 1.78 -1.95 -2.11
C16 2.87 -2.51 0.02
Si1 -0.02 -2.29 0.05
C17 0.07 -2.93 1.92
C18 1.00 -2.03 2.74
C19 0.57 -4.37 2.10
C20 -1.32 -2.83 2.57
C21 -1.50 -3.21 -0.87
C22 -2.84 -2.58 -0.47
C23 -1.58 -4.72 -0.63
C24 -1.38 -2.99 -2.38
H10 2.70 -4.49 -1.71
H11 0.96 -4.58 -1.96
H12 1.64 -4.95 -0.38
H13 2.70 -2.23 -2.65
H14 1.86 -0.89 -1.86
H15 0.95 -2.06 -2.80
H16 3.78 -2.65 -0.58
H17 2.94 -3.18 0.88
H18 2.87 -1.49 0.38
H19 2.04 -2.11 2.44
H20 0.94 -2.31 3.80
H21 0.72 -0.97 2.67
H22 1.59 -4.50 1.74
H23 -0.06 -5.10 1.60
H24 0.58 -4.62 3.18
H25 -1.76 -1.83 2.43
H26 -1.23 -3.00 3.65
H27 -2.02 -3.56 2.17
H28 -3.06 -2.65 0.59
H29 -3.65 -3.09 -1.01
H30 -2.88 -1.53 -0.74
H31 -1.86 -4.96 0.40
H32 -0.65 -5.24 -0.85
H33 -2.36 -5.15 -1.28
H34 -1.32 -1.93 -2.63
H35 -2.28 -3.38 -2.88
H36 -0.51 -3.48 -2.83
C25 2.83 0.94 1.34
O6 1.60 0.68 0.73
H37 3.01 0.22 2.14
H38 2.85 1.95 1.75
H39 3.64 0.87 0.61
Cl1 -0.28 0.22 -4.33
Si2 -1.19 1.02 -2.58
Cl2 -3.23 0.49 -2.89
Cl3 -1.28 3.09 -3.16



Molecular formula: CH3ClNO2
Method: DFT, the ωB97M-V functional and the def2-TZVPD basis

Calculated values
Kohn-Sham gap (spin up / spin down), eV: 11.19 / 6.70
2S+1: 2
Total charge: 0
E_HOMO (spin up / spin down), eV: -11.187 / -11.187

Geometry (Å):
Cl1 3.29 1.44 1.00
C1 -0.48 0.31 0.32
N1 -0.49 -0.80 -0.71
O1 -0.55 -0.55 -1.93
O2 -0.43 -1.95 -0.20
H1 0.56 0.35 0.65
H2 -1.19 -0.03 1.07
H3 -0.71 1.23 -0.21



| no. | maximum force (Eh/bohr) |
| --- | --- |
| 1 | 0.0179 |
| 2 | 0.0171 |
| 3 | 0.1789 |
| 4 | 0.0525 |
| 5 | 0.0882 |
| 6 | 0.0523 |
| 7 | 0.1016 |
| 8 | 0.0647 |
| 9 | 0.1084 |
| 10 | 0.0859 |
| 11 | 0.0170 |
| 12 | 0.0577 |